No. 1
{"formula": "C31H31Cl2F19I2N2O4", "method": "ωB97M-V with the def2-TZVPD basis set", "total_energy_ha": -5023.6104, "homo_lumo_gap_ev": 8.2, "lumo_energy_ev": -0.2, "elements": ["C", "C", "C", "C", "N", "C", "O", "C", "C", "C", "Cl", "C", "C", "Cl", "C", "N", "C", "C", "C", "C", "F", "F", "F", "C", "C", "I", "C", "C", "I", "C", "C", "O", "H", "H", "H", "H", "H", "H", "H", "H", "H", "H", "H", "H", "H", "H", "H", "H", "H", "H", "H", "H", "H", "H", "H", "C", "C", "C", "F", "F", "F", "F", "O", "C", "C", "F", "F", "F", "F", "H", "H", "H", "H", "C", "C", "C", "F", "F", "F", "F", "O", "C", "C", "F", "F", "F", "F", "H", "H", "H", "H"], "positions_angstrom": [[-4.2790, 3.4028, 2.8556], [-2.9684, 3.4251, 3.6392], [-2.2167, 2.0887, 3.6322], [-2.9196, 0.9838, 4.4492], [-3.2468, -0.2349, 3.7051], [-2.2894, -1.2695, 3.6586], [-1.9116, -1.9039, 4.5908], [-1.9190, -1.4430, 2.2346], [-0.8147, -2.0926, 1.7200], [0.1395, -2.8504, 2.5707], [-0.1615, -4.5570, 2.6103], [1.1414, -2.2772, 3.2257], [1.4011, -0.7963, 3.1990], [2.2290, -3.1932, 4.1920], [-0.6077, -1.9597, 0.3360], [0.5216, -2.5640, -0.2210], [-1.5006, -1.2079, -0.4899], [-1.0307, -0.9746, -1.9028], [0.3557, -0.3034, -2.0544], [0.5592, 0.9001, -1.1611], [1.0668, 0.5986, 0.0529], [-0.5995, 1.5734, -0.9419], [1.4190, 1.7841, -1.7230], [-2.7256, -0.7375, 0.0171], [-3.8868, -0.1053, -0.7810], [-3.8197, 0.1092, -2.9125], [-5.2529, -0.8095, -0.4896], [-6.4185, 0.1799, -0.4282], [-5.8072, -2.3040, -1.9558], [-2.8591, -0.7849, 1.4341], [-3.8057, -0.1248, 2.3991], [-4.8671, 0.3841, 2.2220], [-4.1373, 2.9659, 1.8650], [-5.0645, 2.8446, 3.3685], [-4.6516, 4.4196, 2.7111], [-2.3169, 4.1907, 3.2060], [-3.1618, 3.7310, 4.6722], [-1.2207, 2.2553, 4.0533], [-2.0524, 1.7872, 2.5928], [-2.2630, 0.6628, 5.2606], [-3.8142, 1.3800, 4.9343], [2.4737, -0.6193, 3.2302], [0.9839, -0.3484, 4.1071], [0.9561, -0.3433, 2.3169], [0.7953, -3.3796, 0.3145], [0.3584, -2.8711, -1.1721], [-1.6816, -0.2989, -2.4352], [-1.0369, -1.9219, -2.4467], [0.4058, 0.0948, -3.0708], [1.2023, -0.9748, -1.9349], [-4.0064, 0.9314, -0.4652], [-5.1657, -1.4501, 0.3785], [-6.1002, 1.1348, -0.0179], [-6.8431, 0.3466, -1.4190], [-7.2105, -0.2102, 0.2113], [5.8004, 2.1260, 1.7412], [4.8456, 1.5073, 2.7670], [4.1228, 2.4593, 3.7236], [5.0079, 3.1057, 4.5077], [3.2998, 1.7309, 4.5128], [5.4638, 0.5350, 3.4637], [3.8443, 0.9282, 2.0352], [7.1713, 2.0893, 2.0590], [7.7771, 3.0880, 2.7562], [8.3894, 2.5679, 4.0640], [7.4301, 2.0319, 4.8429], [8.9490, 3.6084, 4.7191], [6.9576, 4.1294, 2.9822], [8.8136, 3.5399, 2.0104], [5.7079, 1.4871, 0.8646], [5.4721, 3.1245, 1.4503], [3.5264, 3.1847, 3.1640], [9.1500, 1.8165, 3.8454], [1.2676, -1.9992, -7.3391], [0.2226, -1.8862, -8.4538], [-0.8567, -0.8100, -8.3027], [-1.6102, -1.0509, -7.2087], [-1.6528, -0.8467, -9.3914], [-0.3514, -3.0825, -8.6821], [0.9179, -1.5263, -9.5738], [1.0537, -3.0131, -6.3811], [0.3243, -2.8039, -5.2599], [-0.8861, -3.7435, -5.1808], [-1.7003, -3.5438, -6.2303], [-1.5608, -3.4538, -4.0425], [-0.0523, -1.5190, -5.1134], [1.1043, -3.1125, -4.1877], [2.1818, -2.2986, -7.8479], [1.4567, -1.0305, -6.8753], [-0.4034, 0.1817, -8.2247], [-0.5585, -4.7841, -5.1582]]}

No. 2
{"formula": "C9H14NS", "method": "ωB97M-V with the def2-TZVPD basis set", "total_energy_ha": -803.9402, "e_above_lowest_kj_mol": 180.3, "homo_lumo_gap_ev": 7.3, "lumo_energy_ev": -5.4, "charge": 1, "elements": ["C", "C", "C", "C", "C", "C", "C", "C", "C", "N", "S", "H", "H", "H", "H", "H", "H", "H", "H", "H", "H", "H", "H", "H", "H"], "positions_angstrom": [[1.2397, 2.1701, -1.1535], [-0.8298, 2.6443, 0.0441], [0.7586, 1.0244, -0.6017], [-0.4857, 1.2849, 0.0666], [1.6215, -0.2446, -0.7633], [-1.2313, 0.4256, 0.9061], [-2.5552, 0.9484, 1.3945], [-0.7182, -0.9719, 1.1039], [1.4461, -2.7045, -0.7187], [0.8062, -1.4280, -1.1129], [0.2674, 3.5276, -0.8973], [2.2187, 2.1904, -1.5101], [-1.6402, 3.1404, 0.3471], [2.4504, 0.0049, -1.4422], [2.1055, -0.5537, 0.1258], [-2.6633, 1.1253, 2.5492], [-3.3502, 0.1298, 1.1403], [-2.7894, 1.9398, 0.9928], [-0.8276, -1.4246, 0.0219], [-1.3046, -1.3509, 1.9431], [0.2579, -1.1314, 1.3859], [2.2659, -2.9819, -1.3236], [1.7569, -2.8304, 0.3317], [0.6128, -3.4048, -0.7604], [0.5882, -1.5293, -2.0692]]}

No. 3
{"formula": "C6H16NO", "method": "ωB97M-V with the def2-TZVPD basis set", "total_energy_ha": -367.9120, "e_above_lowest_kj_mol": 185.0, "homo_lumo_gap_ev": 9.8, "lumo_energy_ev": -3.3, "charge": 1, "elements": ["C", "C", "C", "C", "C", "C", "N", "H", "H", "H", "H", "H", "H", "H", "H", "H", "H", "H", "H", "H", "H", "H", "H", "O"], "positions_angstrom": [[-1.7010, -1.2911, -1.3476], [-0.6162, -0.4935, -0.7285], [0.7168, -1.3640, -0.4777], [1.5444, -0.6689, 0.6700], [1.0581, 0.3946, 2.9381], [0.9477, -0.5820, 2.0609], [-0.0997, 0.6859, -1.5858], [-2.1588, -1.9584, -0.6337], [-2.5760, -0.7117, -1.6565], [-1.3387, -1.9307, -2.2117], [-0.8313, -0.1074, 0.3415], [0.3753, -2.3211, -0.1400], [1.3661, -1.6278, -1.3368], [1.7240, 0.3108, 0.2221], [2.5863, -1.1296, 0.8294], [1.5038, 1.3206, 2.6728], [0.6648, 0.1660, 3.9846], [0.5680, -1.5883, 2.2711], [0.8580, 0.6364, -1.8612], [0.0352, 1.4912, -0.8797], [-0.6569, 1.0566, -2.3868], [-1.9136, 3.3413, -0.7362], [-0.7417, 3.5043, 0.1990], [-1.3145, 2.8667, -0.2072]]}

No. 4
{"formula": "C4H10N2", "method": "ωB97M-V with the def2-TZVPD basis set", "total_energy_ha": -267.8064, "spin_multiplicity": 2, "e_above_lowest_kj_mol": 103.9, "homo_lumo_gap_ev": [3.9, 6.6], "lumo_energy_ev": [4.2, 4.2], "charge": -1, "s2": 0.754, "elements": ["C", "C", "C", "C", "N", "N", "H", "H", "H", "H", "H", "H", "H", "H", "H", "H"], "positions_angstrom": [[0.8048, 1.2487, -0.2268], [-0.1882, 0.3143, -0.9593], [-0.3406, -1.1039, -0.3458], [-1.9406, -0.6119, 1.3834], [-0.8030, -1.1968, 1.0440], [2.2306, 1.0589, -0.6446], [0.4678, 2.1987, -0.6519], [0.8315, 1.2187, 0.8554], [0.2185, 0.0669, -2.0082], [-1.0836, 0.8880, -1.2314], [-0.9664, -1.7348, -0.9825], [0.6908, -1.4809, -0.3970], [-2.8236, -1.0822, 1.8656], [-2.3278, 0.2596, 0.7951], [2.5631, 0.1177, -0.4602], [2.6557, 1.6714, 0.0533]]}

No. 5
{"formula": "C27H28N6O3Pd", "method": "ωB97M-V with the def2-TZVPD basis set", "total_energy_ha": -1727.7011, "e_above_lowest_kj_mol": 185.6, "homo_lumo_gap_ev": [5.8, 5.8], "lumo_energy_ev": [-1.3, -1.3], "elements": ["Pd", "C", "O", "C", "C", "C", "C", "C", "C", "N", "N", "C", "O", "C", "C", "C", "C", "C", "C", "C", "O", "H", "H", "H", "H", "H", "H", "H", "H", "H", "H", "H", "H", "N", "C", "N", "N", "C", "N", "H", "H", "H", "H", "C", "C", "C", "C", "C", "C", "C", "C", "C", "C", "H", "H", "H", "H", "H", "H", "H", "H", "H", "H", "H", "H"], "positions_angstrom": [[0.1866, 0.5075, 0.2373], [0.6251, 2.8521, -3.0103], [-0.6488, 2.8649, -3.6186], [-1.6415, 2.0348, -3.1420], [-2.6466, 1.7189, -4.0385], [-3.7110, 0.8961, -3.6816], [-3.7328, 0.3629, -2.4205], [-2.7109, 0.6720, -1.5054], [-2.7321, 0.0187, -0.2148], [-1.7972, 0.0536, 0.6425], [-2.0634, -0.5740, 1.9001], [-0.9830, -0.8632, 2.4867], [0.2537, -0.7172, 2.0262], [-1.0958, -1.4401, 3.8602], [-2.2466, -2.0911, 4.2898], [-2.3243, -2.5803, 5.5822], [-1.2617, -2.4125, 6.4626], [-0.1104, -1.7682, 6.0378], [-0.0255, -1.2917, 4.7363], [-1.6895, 1.5620, -1.8192], [-0.8368, 1.9952, -0.8895], [1.2718, 3.4019, -3.6952], [0.9947, 1.8255, -2.9029], [0.6132, 3.3289, -2.0296], [-2.5713, 2.1234, -5.0401], [-4.4871, 0.6664, -4.3981], [-4.5265, -0.3119, -2.1197], [-3.6108, -0.5686, 0.0482], [-3.0732, -2.1987, 3.6006], [-3.2200, -3.0918, 5.9087], [-1.3358, -2.7784, 7.4779], [0.7199, -1.6332, 6.7177], [0.8679, -0.7880, 4.3933], [1.5263, -3.0336, 0.9103], [1.8097, -3.5588, -0.2963], [2.5886, -4.6643, -0.3309], [1.4050, -3.0995, -1.4530], [0.7151, -1.9814, -1.5184], [0.0970, -1.0101, -1.6562], [1.8116, -3.4985, 1.7530], [0.9245, -2.2126, 1.0284], [2.8526, -5.1534, 0.5029], [2.7292, -5.1006, -1.2240], [3.9161, 2.5558, 0.2677], [2.7052, 1.8853, 0.9304], [3.1728, 1.1246, 2.1926], [1.9996, 0.9621, 0.0125], [1.5805, 2.8882, 1.2585], [0.6461, 2.6088, 2.2602], [-0.4192, 3.4621, 2.4827], [-0.5723, 4.6030, 1.7084], [0.3612, 4.9002, 0.7304], [1.4266, 4.0464, 0.5000], [4.7059, 1.8189, 0.1155], [4.3094, 3.3505, 0.9002], [3.6699, 2.9799, -0.7047], [4.0888, 0.5767, 1.9737], [2.4239, 0.4130, 2.5368], [3.3775, 1.8433, 2.9841], [2.4301, 0.9608, -1.0035], [0.7777, 1.7516, 2.9066], [-1.1297, 3.2278, 3.2629], [-1.4188, 5.2568, 1.8658], [0.2599, 5.7970, 0.1360], [2.1395, 4.2969, -0.2711]]}

No. 6
{"formula": "C50H52HfN4O2P2", "method": "ωB97M-V with the def2-TZVPD basis set", "total_energy_ha": -3036.2648, "e_above_lowest_kj_mol": 0.0, "homo_lumo_gap_ev": 7.2, "lumo_energy_ev": -5.5, "charge": 2, "elements": ["Hf", "C", "N", "P", "C", "C", "C", "C", "C", "C", "C", "C", "C", "C", "C", "C", "P", "C", "C", "C", "C", "C", "C", "C", "C", "C", "C", "C", "C", "H", "H", "H", "H", "H", "H", "H", "H", "H", "H", "H", "H", "H", "H", "H", "H", "H", "H", "H", "H", "H", "H", "H", "C", "O", "C", "O", "N", "N", "H", "H", "H", "H", "H", "H", "C", "N", "C", "C", "C", "C", "C", "C", "C", "C", "H", "H", "H", "H", "H", "H", "H", "H", "H", "H", "H", "H", "C", "C", "C", "C", "C", "C", "C", "C", "C", "C", "C", "C", "C", "C", "H", "H", "H", "H", "H", "H", "H", "H", "H", "H", "H"], "positions_angstrom": [[-0.0545, 0.1238, 0.0600], [-1.7234, -4.2853, 1.6328], [-1.2918, -2.9567, 1.1273], [-1.9635, -2.1511, -0.2060], [-3.6537, -1.7787, 0.2630], [-3.9764, -0.5083, 0.7394], [-5.2478, -0.2372, 1.2302], [-6.2062, -1.2433, 1.2516], [-5.8909, -2.5180, 0.7884], [-4.6255, -2.7841, 0.2927], [-2.0413, -3.4651, -1.4252], [-3.0688, -3.4939, -2.3705], [-3.1197, -4.5158, -3.3120], [-2.1460, -5.5059, -3.3112], [-1.1070, -5.4675, -2.3824], [-1.0490, -4.4453, -1.4473], [-0.3794, -1.8922, 2.0233], [0.7307, -2.9000, 2.9966], [1.7557, -3.5868, 2.3284], [2.6516, -4.3654, 3.0449], [2.5374, -4.4465, 4.4311], [1.5338, -3.7559, 5.0963], [0.6309, -2.9708, 4.3843], [-1.4318, -1.0167, 3.2128], [-0.9864, 0.2039, 3.7267], [-1.7498, 0.9090, 4.6510], [-2.9771, 0.4080, 5.0559], [-3.4388, -0.8033, 4.5429], [-2.6727, -1.5147, 3.6298], [-2.3883, -4.7590, 0.9143], [-2.2469, -4.2075, 2.5823], [-0.8623, -4.9354, 1.7717], [-3.2415, 0.2782, 0.7651], [-5.4876, 0.7552, 1.5970], [-7.2010, -1.0391, 1.6295], [-6.6342, -3.3062, 0.8108], [-4.3992, -3.7791, -0.0716], [-3.8268, -2.7181, -2.3865], [-3.9224, -4.5385, -4.0410], [-2.1968, -6.3136, -4.0341], [-0.3420, -6.2363, -2.3904], [-0.2419, -4.4233, -0.7215], [1.8517, -3.5156, 1.2471], [3.4428, -4.8998, 2.5311], [3.2416, -5.0486, 4.9952], [1.4533, -3.8223, 6.1754], [-0.1443, -2.4294, 4.9128], [-0.0233, 0.6038, 3.4325], [-1.3838, 1.8469, 5.0550], [-3.5758, 0.9574, 5.7764], [-4.4003, -1.1948, 4.8591], [-3.0575, -2.4476, 3.2367], [-2.4842, 4.8518, 1.4646], [-2.2912, 3.4140, 1.5901], [-1.3697, 2.8353, 0.8824], [-1.2687, 1.5888, 1.0069], [-0.5927, 3.5433, 0.0733], [0.3969, 2.8443, -0.5957], [-3.3020, 5.0897, 2.1280], [-2.7496, 5.1011, 0.4396], [-1.5849, 5.3725, 1.7901], [-0.6719, 4.5380, -0.0136], [1.2990, 3.2487, -0.3751], [0.2123, 2.8717, -1.5884], [1.0582, -2.5182, -2.9066], [1.7833, -1.4245, -3.4810], [3.2344, -1.6042, -3.4609], [1.3760, -0.1898, -2.9179], [-0.0661, 0.2437, -3.1192], [-0.6485, 0.3845, -4.3784], [-1.9527, 0.8513, -4.4841], [-2.6736, 1.2261, -3.3381], [-2.0814, 1.1009, -2.0922], [-0.7722, 0.5664, -1.9701], [1.4441, -3.4775, -3.2513], [0.0049, -2.4650, -3.1643], [1.1401, -2.5015, -1.7921], [3.5042, -2.5269, -3.9748], [3.6360, -1.6543, -2.4329], [3.7210, -0.7773, -3.9793], [2.0590, 0.5844, -3.2780], [1.5395, -0.2235, -1.7945], [-0.0831, 0.1173, -5.2673], [-2.4114, 0.9446, -5.4634], [-3.6780, 1.6276, -3.4326], [-2.6467, 1.4064, -1.2181], [5.1063, 1.1299, 5.1462], [3.9418, 0.4268, 5.4388], [3.0704, 0.0816, 4.4105], [3.3372, 0.4666, 3.0945], [4.5165, 1.1646, 2.8112], [5.3979, 1.4863, 3.8304], [2.3523, 0.0920, 2.0520], [1.9313, 0.7074, 0.9109], [2.5858, 1.9919, 0.4975], [2.5100, 3.1223, 1.3132], [3.0817, 4.3292, 0.9173], [3.7467, 4.4238, -0.3060], [3.8282, 3.3001, -1.1229], [3.2474, 2.0962, -0.7216], [5.7988, 1.3876, 5.9405], [3.7216, 0.1348, 6.4612], [2.1729, -0.4945, 4.6295], [4.7581, 1.4366, 1.7879], [6.3171, 2.0127, 3.5992], [1.8902, -0.8347, 2.3202], [1.9981, 3.0521, 2.2705], [3.0231, 5.1943, 1.5709], [4.2113, 5.3567, -0.6086], [4.3482, 3.3576, -2.0756], [3.3228, 1.2225, -1.3624]]}